{
  "formula": "C66H164N12O2",
  "method": "ωB97M-V/def2-TZVPD",
  "relative_energy_kj_mol": 488.34,
  "smiles": "CCN(CC)CC.CCN(CC)CC.CCN(CC)CC.CCN(CC)CC.CCN(CC)CC.CCN(CC)CC.CCN(CC)CC.CCN(CC)CC.CCN(CC)CC.CCN(CC)CC.CN(C)C=O.CN(C)C=O",
  "symbols": ["C", "H", "H", "H", "H", "H", "H", "H", "H", "H", "C", "H", "H", "H", "H", "H", "C", "C", "C", "H", "H", "C", "N", "H", "N", "H", "H", "C", "N", "C", "N", "H", "C", "C", "H", "H", "H", "H", "C", "N", "H", "H", "C", "C", "C", "H", "H", "O", "H", "H", "H", "C", "C", "H", "H", "H", "H", "H", "H", "H", "H", "C", "H", "C", "N", "C", "H", "H", "H", "C", "C", "H", "H", "H", "H", "H", "H", "H", "H", "H", "H", "H", "H", "H", "C", "H", "H", "H", "H", "C", "H", "N", "H", "C", "C", "C", "C", "H", "H", "H", "H", "H", "C", "H", "H", "H", "H", "C", "H", "H", "H", "H", "C", "H", "H", "H", "C", "H", "H", "H", "C", "H", "H", "H", "H", "H", "H", "H", "C", "N", "H", "H", "H", "H", "H", "H", "C", "N", "C", "C", "C", "H", "C", "C", "H", "H", "H", "H", "C", "C", "H", "H", "H", "H", "H", "H", "H", "H", "H", "H", "H", "H", "H", "H", "C", "C", "H", "C", "H", "C", "H", "C", "H", "H", "H", "H", "H", "H", "H", "H", "C", "H", "H", "H", "H", "H", "H", "H", "H", "C", "H", "C", "H", "H", "H", "C", "H", "H", "C", "H", "H", "H", "C", "H", "H", "H", "H", "C", "H", "H", "H", "H", "N", "C", "C", "H", "H", "C", "C", "H", "C", "C", "H", "N", "H", "C", "C", "C", "C", "C", "H", "H", "H", "H", "H", "N", "C", "H", "H", "O", "H", "H", "H", "C"],
  "coordinates": [[-7.261, 0.606, 5.769], [-1.820, 3.703, 5.473], [2.084, 1.203, -1.700], [5.804, 4.335, -2.087], [-8.770, -4.441, -3.054], [8.178, 4.503, -1.364], [-4.772, -0.373, 4.933], [-0.796, -3.574, -2.714], [2.203, 2.552, -3.993], [-0.966, 2.563, 3.353], [-7.239, -1.325, -1.480], [4.692, 2.334, -7.736], [6.926, 2.367, -2.972], [-0.212, -1.069, 3.164], [4.041, 3.019, 0.007], [-5.282, 4.250, 4.112], [3.310, 5.386, -3.888], [0.396, -4.907, -4.590], [6.674, 3.258, -7.939], [-2.587, 0.312, -1.153], [-5.873, -6.409, -0.470], [5.259, -2.202, 5.727], [-1.459, -5.134, 4.307], [7.062, 2.709, -8.797], [-5.790, 0.915, 3.633], [4.885, -1.684, 6.610], [7.182, -0.508, -6.691], [1.169, 3.122, 5.944], [6.646, 3.415, -0.360], [5.578, 2.492, -7.121], [0.993, -4.073, -3.733], [0.654, 2.346, -3.476], [4.800, 0.806, -5.691], [2.806, -0.678, 4.153], [5.941, 0.270, -4.014], [-8.289, 0.484, -0.741], [-3.074, -1.257, 3.065], [0.136, -5.281, 5.675], [-2.920, -5.945, -0.328], [-3.280, 3.010, -1.243], [6.819, -1.647, 4.116], [-0.076, 8.076, -5.473], [-2.185, -4.707, 0.010], [1.841, -0.061, 0.018], [-7.980, -0.495, -0.376], [0.435, -2.480, -2.429], [4.056, 0.365, -6.353], [-1.246, -7.260, 5.142], [-1.371, 2.317, 6.451], [4.047, 2.926, -1.805], [0.958, 2.955, -5.102], [-7.079, 0.760, 4.249], [5.864, -0.423, -8.278], [0.905, 7.042, -3.277], [0.008, 4.714, -3.758], [8.809, 3.360, 1.543], [-1.269, -5.046, 0.494], [3.060, -0.730, 3.094], [-2.673, -4.652, 2.734], [7.570, 5.120, 0.080], [-0.369, 1.283, 4.364], [7.399, 1.859, -2.132], [-0.254, 0.462, -1.724], [-0.066, -0.460, 2.272], [0.654, 3.165, 4.557], [7.870, 4.174, -0.371], [-2.939, 5.195, -0.977], [-3.558, -8.503, 1.890], [-0.660, -5.142, -4.386], [-3.856, 2.803, -2.594], [6.722, 0.305, -7.253], [5.294, 3.303, -6.451], [3.498, 0.084, 4.512], [-4.415, -2.814, -0.827], [5.549, -1.134, -5.157], [-6.253, -0.882, -1.621], [5.555, 5.154, -0.668], [-1.362, -3.488, 3.027], [-6.622, -0.168, 6.193], [0.678, -4.082, -1.705], [-6.299, -4.125, 0.125], [-0.871, 0.249, 2.077], [1.031, -2.126, 1.301], [-3.765, -0.174, 1.993], [-6.399, -3.044, 0.033], [6.553, -1.047, -8.849], [-4.786, 3.836, -0.052], [-0.627, -3.783, 5.675], [3.595, 0.582, -1.106], [1.701, 2.942, 3.597], [-7.809, 1.515, 3.954], [0.538, -0.814, -0.176], [1.992, 1.891, 3.577], [-4.976, -2.453, 0.035], [0.198, -1.459, 1.082], [-4.145, 2.954, -0.054], [1.348, 6.840, -4.253], [7.003, -0.930, 5.613], [-7.670, -1.129, -2.462], [-2.712, -3.514, 4.139], [1.129, 7.211, -6.268], [1.960, 1.821, 7.538], [2.415, -3.651, -3.686], [-3.000, 2.835, -3.269], [1.677, 0.754, 0.723], [5.668, 1.615, -0.800], [5.334, 5.938, -4.407], [-4.998, 1.680, -0.032], [-4.985, -1.371, -0.095], [-0.787, 4.959, 0.033], [-4.905, -5.181, 1.340], [3.585, 4.339, -3.760], [1.325, 3.359, 2.137], [3.358, 4.354, -0.966], [2.084, 3.714, 5.939], [2.876, -3.916, 2.420], [-7.867, -4.708, -2.505], [-4.058, 2.138, 3.643], [2.933, -3.998, -4.580], [-5.951, -7.915, 0.426], [-3.584, -0.293, 3.061], [-6.107, 3.449, 2.714], [-0.327, 6.305, -5.549], [-2.524, -6.680, 3.602], [7.576, 0.765, -7.750], [0.350, -4.199, 4.216], [-5.667, 1.653, 0.828], [4.323, 1.656, -5.201], [-0.559, 2.356, 4.343], [-3.351, -6.606, 0.914], [4.394, 5.572, -5.811], [2.189, 1.232, 5.925], [4.064, 7.094, -4.975], [4.867, -2.527, 2.895], [-5.447, -1.207, 3.499], [-4.870, 1.951, 5.150], [6.215, -1.261, 4.937], [4.161, -2.713, 4.902], [4.336, 6.049, -4.832], [0.285, -3.550, -2.572], [4.117, 3.572, -0.929], [-3.684, -8.443, 0.142], [9.005, 3.557, 0.489], [-1.634, 2.629, 5.441], [1.031, 4.408, 2.093], [-0.567, 0.951, -0.016], [-4.324, 1.818, -2.592], [7.345, 0.818, -2.452], [-0.325, -4.573, 4.986], [5.204, -0.243, -4.631], [-3.727, -5.771, -1.040], [-7.083, 1.534, 6.314], [4.302, -4.989, 2.419], [9.172, 2.543, 0.126], [-5.868, -3.771, -2.294], [2.513, -2.570, -3.580], [-4.347, -2.552, 0.920], [0.807, 0.169, 2.443], [-7.251, -5.417, -3.059], [-8.270, 0.315, 6.060], [-2.255, -6.666, -0.804], [2.110, 3.112, 1.422], [7.469, 3.562, -7.258], [2.775, -4.113, -2.767], [4.594, -3.291, 3.623], [-4.974, -0.296, 3.865], [-5.176, 3.654, -4.061], [0.411, 7.101, -5.455], [5.572, -0.441, 4.616], [-1.749, -6.466, 4.354], [2.607, 3.516, 3.793], [-1.649, -8.505, 1.121], [5.813, -3.059, 6.110], [8.425, 2.227, -2.143], [-8.917, -0.991, -0.122], [-3.567, 2.951, 0.870], [-6.906, -6.480, 0.864], [-4.434, 4.907, -3.064], [3.275, -5.002, 3.815], [-1.966, 4.417, -2.173], [-5.054, 2.083, 4.083], [-1.795, 3.773, 0.760], [-2.676, -4.024, 0.702], [-2.882, 0.456, 3.428], [-4.415, 0.759, -0.043], [-5.646, 1.555, -0.899], [1.762, -0.395, 4.287], [-1.915, -4.260, -0.947], [-0.701, -2.069, 0.984], [-5.843, 3.380, 3.769], [-1.442, -9.540, 1.395], [1.073, 4.521, -3.634], [6.280, 4.205, -8.307], [-1.018, -8.315, 0.253], [7.275, 1.473, -0.092], [3.666, -4.351, 3.033], [0.526, 2.748, 1.716], [3.411, 5.822, -2.894], [2.866, -2.004, 4.987], [2.479, -0.768, 0.549], [-7.555, -0.113, 3.804], [-7.359, -0.378, 0.513], [1.489, 1.780, 6.556], [0.523, 3.726, 6.581], [5.158, -1.103, -7.803], [-6.918, -2.713, 0.932], [-6.816, 3.409, 4.259], [-0.479, 0.119, -0.714], [-0.577, 3.280, -0.431], [5.563, -3.768, 3.771], [0.598, 1.162, 6.664], [5.281, 0.279, -8.875], [5.979, 1.272, -6.411], [-2.091, -4.144, 3.503], [-5.928, -6.831, 0.534], [2.021, -2.647, 4.743], [2.108, 7.613, -4.363], [-3.132, -8.049, 0.995], [-1.323, 4.036, -0.187], [1.173, 4.624, -2.554], [5.570, 4.131, -1.042], [2.549, 0.319, -1.264], [-2.175, -0.777, 0.227], [1.882, 5.466, -4.353], [-1.978, -1.237, -1.493], [-6.927, -3.519, -2.340], [-2.460, 4.246, -1.216], [1.240, 3.060, -4.054], [6.672, 2.040, -0.802], [-4.740, -6.258, 1.316], [-4.857, -6.646, 2.328], [-7.136, -2.934, -3.235], [-8.205, -5.059, -1.530], [2.458, -0.533, -1.939], [2.527, -1.843, 6.010], [-7.292, -2.720, -1.132], [-4.857, 3.902, -3.049], [-2.604, 2.236, 5.137], [-1.175, -7.893, 1.888], [0.982, -5.344, -5.598], [-5.760, 3.899, -2.439], [4.328, -0.560, -4.065], [9.908, 4.145, 0.324], [-1.889, -0.430, -0.766]],
  "forces_ev_per_angstrom": [[0.6, 0.1, 0.4], [0.2, 0.2, 0.1], [0.0, -0.1, -0.3], [0.1, -0.4, -0.6], [0.2, 0.0, -0.1], [0.5, -0.5, -0.5], [0.2, -0.4, 0.2], [0.0, -0.8, 0.2], [0.6, 0.8, 0.1], [-0.1, 0.2, 0.0], [-1.0, 1.8, 1.1], [-0.2, -0.2, -0.4], [-0.3, 0.4, 0.0], [-0.4, 0.3, 0.2], [-0.2, -0.1, -0.1], [0.0, 0.1, -0.2], [-0.4, 0.0, -0.8], [1.9, -0.4, -2.5], [-0.4, -0.6, 0.4], [0.1, 0.3, 0.4], [0.0, -0.2, -0.4], [0.5, -0.3, -1.3], [1.0, -0.3, 0.6], [0.1, 0.0, 0.1], [1.0, -0.8, -0.5], [-0.2, 0.1, -0.2], [0.0, 0.3, 0.8], [0.2, 1.0, -0.2], [-1.9, -0.2, 0.0], [1.1, 1.1, -0.9], [-0.1, 1.7, 1.1], [-0.6, 0.4, 0.2], [0.6, -1.2, 0.4], [-0.4, -0.8, 0.9], [0.1, -0.7, 0.2], [0.4, 0.2, 0.0], [-0.1, -0.2, 0.7], [0.2, -0.3, -0.6], [-0.6, -1.6, 0.8], [0.8, 1.1, -0.2], [-0.7, -0.5, -0.2], [-0.3, 0.0, 0.6], [1.2, 0.2, -0.3], [-0.7, -1.4, 0.3], [0.1, -0.3, -1.0], [0.6, 0.0, 0.0], [-0.3, 0.0, -0.3], [-0.5, 0.6, -1.0], [0.0, -0.2, -0.2], [-0.8, -0.3, 0.3], [-0.2, 0.0, -0.1], [-2.0, -0.6, 0.2], [0.0, 0.0, 0.1], [-0.3, -0.2, 0.2], [-0.1, 0.4, -0.5], [-0.4, 0.8, 0.0], [0.2, 0.3, 0.1], [-0.3, -0.7, -0.1], [-0.2, 0.2, 0.0], [0.2, 0.2, 0.2], [0.4, -0.4, -0.1], [-0.7, -0.2, -1.0], [0.6, 0.1, 0.2], [0.9, -0.6, -0.8], [-0.3, 0.2, 0.8], [-0.2, 0.4, 1.6], [-0.7, -0.1, 0.1], [-0.6, 0.6, 0.1], [0.1, 0.1, 0.2], [-0.4, 1.1, 1.2], [-0.8, -0.4, 0.2], [-0.3, -0.5, 0.8], [-0.3, 0.0, 0.5], [0.2, -0.2, 0.0], [0.5, 0.0, 0.3], [0.6, -0.2, 0.2], [0.1, 0.1, 0.5], [0.2, -0.1, -0.2], [0.2, 0.0, 0.0], [-0.6, 0.1, 0.4], [-0.3, -0.1, -0.2], [-0.3, -0.4, 0.1], [0.0, 0.0, 0.3], [-0.2, 0.6, 0.0], [-0.1, 0.2, 0.2], [-0.3, 0.1, -0.5], [-0.3, 0.2, 0.3], [-0.2, 0.5, -0.3], [0.0, -0.2, 0.1], [-0.1, -0.1, -1.9], [0.5, 0.5, -0.3], [1.0, 1.0, -1.0], [0.3, -0.4, -0.1], [-0.1, 0.8, -0.9], [-0.6, 1.2, 0.6], [-0.7, -0.9, -1.1], [-0.4, 0.1, -0.7], [-0.2, 0.5, 0.3], [-0.6, -0.4, 0.1], [-0.3, 0.1, -0.1], [-0.4, -0.8, -0.5], [-0.1, 0.4, 0.1], [-1.0, -1.1, -0.4], [0.0, -0.4, -0.1], [0.1, 0.5, -0.2], [0.1, 0.1, -0.1], [0.0, 0.3, 0.2], [-0.4, -0.1, -0.3], [-0.3, 0.1, 0.0], [0.1, 0.2, -0.2], [0.5, 0.1, 0.1], [-0.2, -0.1, -0.1], [-0.3, -0.8, 0.5], [0.2, 0.0, -0.1], [0.2, 0.0, -0.2], [-0.1, -0.2, 0.1], [0.7, 0.0, 0.3], [-0.3, -0.1, -0.4], [0.0, -0.1, 0.2], [0.1, 0.0, 0.2], [-1.2, 0.1, 0.4], [0.5, 0.0, -0.2], [0.2, 0.1, -0.4], [-0.1, -0.5, 0.1], [-0.3, 0.5, 0.1], [0.4, 0.1, 0.3], [0.2, 0.0, 0.2], [0.1, 0.1, 0.0], [-0.1, 0.2, 1.2], [-1.1, 0.5, 0.8], [-0.3, -0.1, 0.0], [0.0, 0.0, -0.1], [0.4, 0.1, 0.0], [-0.4, 0.3, -0.4], [-0.6, 0.2, 0.2], [0.0, 0.5, 0.5], [-0.2, 0.1, 1.1], [-0.8, -0.4, 0.8], [-0.7, -0.4, 0.2], [-0.1, 0.1, -0.4], [1.8, -0.2, -0.3], [0.3, -0.9, -0.2], [-0.4, -0.5, -1.3], [0.1, 0.8, -1.1], [0.1, 0.0, -0.1], [0.3, 0.7, -0.2], [0.0, 0.0, -0.3], [0.4, -0.2, 0.2], [0.2, -0.4, 1.1], [-0.7, 0.7, -0.9], [-0.4, 0.0, 0.0], [0.3, 0.1, 0.0], [-0.2, 0.0, -0.4], [0.4, 0.0, -0.3], [0.1, -0.3, -0.2], [-0.3, 0.0, -0.1], [-0.4, -0.7, 0.2], [0.0, -0.2, 0.1], [-0.7, -0.7, 0.0], [-0.2, 0.0, -0.5], [0.2, 0.2, -0.3], [0.5, 0.5, 0.3], [0.3, -0.4, -0.1], [0.6, 0.0, -0.1], [-0.1, 0.2, 0.7], [1.7, 0.3, -1.3], [0.0, 0.1, -0.1], [0.7, 0.3, 0.5], [0.6, 0.3, -0.2], [0.2, 0.5, 0.6], [-0.1, 0.1, 0.7], [0.4, 1.1, -0.5], [0.2, -0.2, 0.0], [0.1, -0.3, 0.3], [0.1, -0.2, 0.2], [0.3, 0.2, -0.2], [0.2, 0.0, 0.6], [0.1, -0.1, 0.1], [-0.2, 0.2, 0.0], [-0.3, -0.2, -0.3], [-1.0, 0.7, -0.1], [0.2, -0.2, 0.1], [-0.2, 0.0, -0.4], [0.0, 0.0, -0.1], [0.3, 0.2, 0.3], [-0.1, 0.4, -0.2], [0.2, 0.7, -0.3], [0.1, 0.7, 0.3], [0.0, -0.2, -0.3], [0.1, -0.5, 0.4], [-0.7, -0.1, 0.0], [-0.6, -0.9, 0.5], [-0.4, -0.1, -0.1], [-0.3, 0.0, -0.4], [-0.2, -0.2, 0.3], [0.5, 0.2, 0.1], [-0.5, 0.1, 0.3], [-0.1, 0.3, 0.3], [1.1, 0.2, -1.2], [0.1, -0.1, 0.1], [0.3, -0.4, -0.1], [-0.1, 0.0, 0.1], [0.0, -0.8, -0.2], [-0.4, -0.3, 0.1], [0.0, 0.0, 0.1], [-0.1, 0.0, 0.1], [0.1, -0.1, 0.4], [-0.5, -0.4, 0.9], [-0.3, -0.1, -0.3], [0.0, -0.1, 0.5], [-0.1, -0.1, 0.0], [0.2, -0.2, -0.4], [0.5, 1.1, -0.2], [-1.0, -0.4, -0.5], [0.4, 0.3, -1.3], [0.2, -0.4, -1.0], [0.5, -0.4, 0.2], [0.6, -0.6, -0.4], [-0.5, 0.6, 0.4], [0.4, 0.0, 0.5], [-0.5, 1.5, 0.5], [-0.7, 0.3, 0.0], [-0.4, 0.0, -0.1], [1.6, 0.7, 0.1], [0.1, -0.5, 0.2], [-1.2, 0.4, 0.7], [1.6, -1.2, 0.6], [0.2, -0.7, -0.5], [1.8, -0.1, -0.2], [-0.1, -0.8, 0.7], [0.2, 0.3, 0.3], [0.6, 0.4, 0.1], [0.3, -0.4, -0.1], [0.2, 0.1, -0.2], [1.0, 0.5, 0.4], [1.5, -0.5, -0.7], [0.0, -0.9, -0.1], [0.2, -0.5, 0.2], [-0.1, 0.0, 0.3], [-1.1, 0.2, 1.4], [0.0, 0.1, 0.2], [0.0, 0.2, 0.3], [0.0, -0.1, 0.3], [0.0, -0.6, -0.5]]
}

{
  "formula": "C22H26N4O3S",
  "method": "ωB97M-V/def2-TZVPD",
  "relative_energy_kj_mol": 199.96,
  "smiles": "CCCCNS(=O)(=O)c1ccc2nc(-c3cccnc3)cc(C(=O)NC(C)C)c2c1",
  "symbols": ["H", "H", "H", "C", "H", "H", "H", "C", "H", "H", "N", "H", "H", "H", "C", "C", "O", "H", "H", "H", "C", "C", "C", "C", "C", "C", "C", "H", "H", "N", "C", "C", "H", "H", "H", "C", "C", "H", "H", "H", "O", "N", "H", "C", "C", "C", "H", "C", "C", "H", "O", "C", "C", "S", "H", "N"],
  "coordinates": [[-1.394, -3.337, 0.878], [4.839, -2.490, 1.049], [-8.245, -0.747, 0.760], [-7.881, -0.826, -0.262], [-4.096, 0.548, -1.373], [0.187, 2.066, 1.655], [1.103, -3.508, 0.693], [3.437, -0.498, -0.050], [8.632, -1.235, -0.527], [-3.880, -2.340, -1.188], [-3.554, -1.393, -1.074], [-8.415, -0.101, -0.874], [-1.224, 0.815, 0.056], [-2.423, 4.683, 0.202], [0.241, 5.179, 0.671], [-5.842, -0.672, -1.739], [-3.708, -2.151, 1.343], [-3.998, -0.435, -2.853], [1.115, 5.247, 1.314], [-5.865, -1.288, 0.327], [-1.800, 3.797, 0.110], [0.921, 2.344, -0.210], [1.363, -1.418, 0.305], [-0.690, -0.108, 0.210], [-0.570, 3.930, 1.009], [-0.776, -2.480, 0.658], [0.714, -0.159, 0.148], [-0.371, 6.065, 0.817], [-8.114, -1.823, -0.631], [2.695, -1.550, 0.213], [-4.336, -0.422, -1.811], [7.561, -1.132, -0.411], [0.569, 5.139, -0.363], [-6.060, -1.665, -2.143], [-2.391, 2.928, 0.393], [5.464, -1.829, 0.469], [4.880, -0.732, -0.168], [-1.486, 3.696, -0.926], [-6.344, 0.062, -2.374], [-6.162, 0.425, 0.080], [-3.495, 0.269, 0.846], [0.261, 2.732, 0.903], [3.531, 1.651, -0.361], [6.825, -2.035, 0.345], [1.537, 0.976, -0.072], [5.717, 0.088, -0.927], [-0.891, 3.983, 2.055], [2.890, 0.801, -0.192], [-6.380, -0.569, -0.313], [5.326, 0.926, -1.490], [1.043, 2.999, -1.223], [0.586, -2.569, 0.569], [-1.401, -1.243, 0.468], [-3.180, -1.094, 0.526], [7.308, -2.871, 0.827], [7.017, -0.104, -1.039]],
  "forces_ev_per_angstrom": [[0.0, -0.2, 0.0], [0.0, -0.1, 0.0], [-0.1, 0.0, 0.1], [0.2, 0.0, 0.1], [-0.1, 0.1, -0.2], [0.1, 0.0, -0.1], [0.0, -0.1, 0.0], [-0.5, 0.0, 0.0], [0.1, -0.1, 0.0], [0.0, -0.3, 0.1], [0.1, 0.0, 0.9], [-0.1, 0.0, -0.1], [0.0, 0.2, 0.0], [-0.1, 0.1, 0.0], [-0.1, -0.1, 0.1], [0.3, 0.1, 0.3], [0.2, -0.1, -0.2], [0.0, 0.1, 0.1], [0.1, 0.1, 0.1], [-0.1, 0.0, 0.0], [0.1, 0.0, 0.2], [0.2, -0.3, 0.4], [-0.5, 0.5, 0.0], [-0.2, 0.0, 0.0], [-0.1, 0.3, -0.3], [0.2, -0.3, 0.1], [0.3, -0.4, 0.1], [-0.1, 0.1, 0.0], [-0.1, -0.1, 0.0], [0.5, -0.1, -0.1], [-0.3, 0.4, -0.4], [0.0, -0.2, 0.1], [0.0, 0.1, 0.0], [-0.1, 0.0, -0.1], [-0.1, -0.1, 0.0], [0.0, 0.2, -0.1], [0.6, -0.1, 0.0], [0.0, 0.0, -0.1], [0.0, 0.0, -0.1], [0.1, 0.0, 0.1], [0.1, 0.0, -0.3], [-0.1, 0.0, 0.3], [0.0, 0.1, 0.0], [-0.1, 0.1, 0.0], [0.3, -0.2, -0.2], [-0.5, -0.1, 0.2], [0.1, 0.0, -0.1], [-0.4, 0.1, 0.1], [-0.2, 0.0, -0.3], [-0.1, 0.1, 0.0], [0.0, 0.1, -0.3], [-0.3, 0.0, 0.0], [-0.4, 0.5, 0.1], [0.4, -0.4, -0.3], [0.1, -0.1, 0.0], [0.4, 0.3, -0.3]]
}